# 1
18
Properties=species:S:1:pos:R:3:forces:R:3 method="wB97M-V/def2-TZVPD" smiles="C=C(CC)CC#N.[H][H]" e_lumo_ev=0.955 de_lowest_kj_mol=156.96 total_charge=0 orbital_gap_ev=11.06 total_energy_ha=-289.91190 homo_energy_ev=-10.1 multiplicity=1
H 2.098988 -0.620801 -1.321079 0.0888 0.0193 0.0295
H 0.419102 -2.213600 1.244371 -0.0348 0.1623 0.0120
H 0.968559 1.299439 0.121102 -0.1330 -0.0529 -0.0004
H -0.546187 1.416158 0.987764 0.0592 -0.0640 -0.1167
H -0.603135 2.790006 -1.079110 -0.0229 -0.1561 -0.0149
C 0.429243 -1.121945 1.321862 0.0415 -0.0550 -0.0042
H 2.773349 -0.401374 -1.092740 -0.0218 -0.0143 -0.0437
H -1.198169 -0.802299 -1.738670 0.0911 -0.0317 0.1320
C -0.096435 1.027442 0.063372 0.0032 -0.0126 0.0198
H -1.807789 1.498649 -1.191978 0.1490 0.0238 -0.0001
H -0.774295 -2.317106 -0.764825 0.0113 0.1636 0.0165
C -0.188035 -0.478190 0.092861 -0.1179 -0.0707 -0.1514
N -0.899213 -0.380301 3.461698 0.6133 -0.3572 -0.8658
H 1.476654 -0.809885 1.432598 -0.1658 -0.0223 -0.0108
C -0.297099 -0.724737 2.536054 -0.5203 0.3106 0.8095
C -0.733444 1.705544 -1.142717 -0.0254 -0.0038 -0.0458
C -0.744718 -1.233558 -0.851111 0.0455 0.1081 0.1072
H -0.277375 1.366558 -2.079452 -0.0612 0.0528 0.1271

***

# 2
18
Properties=species:S:1:pos:R:3:forces:R:3 method="wB97M-V/def2-TZVPD" smiles=CCC(C)(C)C#N e_lumo_ev=0.777 de_lowest_kj_mol=191.06 total_charge=0 orbital_gap_ev=10.67 total_energy_ha=-289.89891 homo_energy_ev=-9.9 multiplicity=1
C -1.097125 -0.289882 -0.500226 0.4095 0.0447 0.0249
H -1.726954 0.549060 -0.844342 0.5891 0.0170 0.2006
H -1.282899 0.448506 2.165454 0.3306 0.0621 -0.2887
H -1.234394 1.884317 1.161776 0.4584 -0.3036 -0.2350
H -0.017180 -0.508604 -2.353627 -0.0167 -0.1402 -0.0026
C 0.734163 -0.951543 1.048295 0.4850 -1.3322 0.7757
C 0.067633 0.177523 0.464354 0.8938 -0.2804 0.0702
C 1.685318 0.749197 -0.197212 -2.1324 -0.7926 0.8225
H -1.473248 -1.515012 -2.263818 0.1191 0.1155 0.1453
H 1.073877 1.504504 -0.616645 1.1856 1.7066 -1.2749
H 0.128563 1.503748 2.236438 0.0351 -0.0078 -0.0258
H 2.237492 0.043529 -0.861777 -1.3336 0.3886 0.2005
H 2.440932 0.995997 0.584213 -1.3464 0.2079 -0.1803
H -1.788676 -0.900719 0.111988 0.4357 0.2457 -0.0238
H -0.033545 -1.964436 -1.334143 -0.0200 0.0606 -0.1317
C -0.604707 1.070692 1.556508 0.4101 -0.0342 -0.0681
N 1.464508 -1.768900 1.416223 -0.6549 0.0857 0.0660
C -0.631614 -1.118003 -1.685243 0.1520 -0.0434 -0.0748

***

# 3
18
Properties=species:S:1:pos:R:3:forces:R:3 method="wB97M-V/def2-TZVPD" e_lumo_ev=0.996 de_lowest_kj_mol=131.83 total_charge=0 orbital_gap_ev=8.71 total_energy_ha=-289.92147 homo_energy_ev=-7.7 multiplicity=1
H 1.019841 -2.663449 0.690993 -0.2588 -0.3232 0.1135
C 1.335290 -1.681759 0.410853 0.2380 0.4970 -0.2388
H 2.852454 0.600709 -0.310995 0.1058 0.0937 0.0472
H 2.008663 2.121083 -0.603304 -0.0209 -0.0281 0.0474
N 0.802763 0.429022 -0.643650 0.4371 0.2972 0.0950
H -1.053361 1.060837 1.054989 0.0128 0.0860 -0.0183
H -2.895176 -0.698727 -0.647541 -0.0690 -0.2011 0.0163
H -2.805285 0.852447 1.179914 -0.0394 -0.0739 0.0560
H 1.861128 1.305285 0.980365 -0.0261 -0.0424 -0.1552
C -1.965562 0.893469 0.488040 0.2094 0.1310 -0.4210
H 2.345062 -1.407975 0.662849 0.1860 0.0672 -0.0285
H -1.072909 -2.221889 -0.858713 -0.1161 -0.0264 -0.1167
C -0.901714 -1.235368 -0.451167 -0.4131 0.6718 -0.7567
C 1.933238 1.154021 -0.108039 0.0177 -0.3168 -0.1048
C 0.497247 -0.853377 -0.235473 0.0742 0.1866 0.7285
C -1.918003 -0.376078 -0.307498 -0.3298 -0.8072 0.4702
H 0.115159 0.978338 -1.130972 -0.0904 -0.3920 0.1774
H -2.158836 1.743409 -0.170649 0.0826 0.1807 0.0884

***

# 4
18
Properties=species:S:1:pos:R:3:forces:R:3 method="wB97M-V/def2-TZVPD" smiles="C=C/C=C/CCN" e_lumo_ev=1.196 de_lowest_kj_mol=252.48 total_charge=0 orbital_gap_ev=9.87 total_energy_ha=-289.87552 homo_energy_ev=-8.7 multiplicity=1
H -1.880138 3.672967 -0.594502 -0.5048 -0.2749 0.2188
H 0.021712 -0.164461 -1.725028 -0.0287 -0.3457 -0.1018
C -1.330637 1.626741 0.101866 1.7613 2.9460 -2.1937
C 0.297283 -0.139189 -0.680717 1.9872 0.6621 2.2428
H -1.778956 1.267694 -0.844988 -0.4475 -0.1794 1.0254
C 0.170671 1.208863 0.055794 -1.3150 -2.0331 0.8009
C 0.801249 -3.492555 0.266976 1.9983 -1.2486 -0.1199
H 0.336602 -3.497095 1.247344 -0.2622 0.8508 -0.1839
H 1.173080 -4.496066 0.058306 -0.4263 -0.0005 -0.5393
C 0.959424 -1.085068 0.017003 -1.1124 -0.5197 -1.4784
H 1.153288 -0.942565 1.054847 0.1365 0.5251 0.6643
H 0.437197 1.046655 1.118196 0.3130 -0.0266 -0.5381
H 1.793176 -2.441967 -1.394307 0.0979 -0.9919 0.2791
C 1.297380 -2.464521 -0.422998 -1.4683 1.2141 0.1024
H -1.773012 1.412582 1.062183 -0.5050 -1.0180 -0.2285
H 0.888904 1.920990 -0.330443 -0.4890 0.5002 -0.3724
N -1.306223 3.133075 0.025365 0.5830 -0.9519 0.7277
H -1.260999 3.433921 0.985105 -0.3182 0.8920 -0.3054

***

# 5
18
Properties=species:S:1:pos:R:3:forces:R:3 method="wB97M-V/def2-TZVPD" smiles="C=CC(N)=C(C)C" e_lumo_ev=0.793 de_lowest_kj_mol=210.38 total_charge=0 orbital_gap_ev=8.38 total_energy_ha=-289.89155 homo_energy_ev=-7.6 multiplicity=1
H 0.532339 2.574667 -0.162372 0.2731 0.0450 0.0680
C -0.212021 -0.464442 0.128801 1.5639 0.1580 0.5319
H 0.646314 -2.108343 -0.603236 0.0817 0.0702 -0.3319
H 1.747050 1.868246 -1.205107 -0.3506 -0.2542 -0.3566
H -1.381594 1.169471 -2.143896 0.1458 0.6457 -0.0394
H -0.054900 0.857066 1.853284 1.0580 -0.0878 0.1228
C -0.512473 -1.048133 2.513239 0.3321 0.1553 0.9956
H -0.479859 -2.462674 0.475885 -0.2931 0.1623 0.0422
H 0.132872 0.796896 -2.993588 0.1446 0.0107 0.3845
C -0.500431 0.527852 -2.141906 -0.4739 -0.7029 0.2157
C 1.049650 1.634772 -0.397873 -0.5775 0.7131 0.5839
H -0.264792 -0.820538 3.539109 -0.4495 0.5494 0.2799
H -1.114242 -1.959737 2.493995 0.7286 -0.1156 -0.9053
H 1.695095 1.344679 0.430109 -0.2246 0.1277 0.1937
C -0.094971 -0.190306 1.568692 -1.5961 -0.9121 -0.4160
N -0.269606 -1.833583 -0.285596 -0.9275 0.2812 -0.0506
H -0.988467 -0.428947 -2.334442 0.4265 -0.2431 -0.0909
C 0.070036 0.543055 -0.735095 0.1386 -0.6029 -1.2275

***

# 6
18
Properties=species:S:1:pos:R:3:forces:R:3 method="wB97M-V/def2-TZVPD" e_lumo_ev=0.948 de_lowest_kj_mol=221.05 total_charge=0 orbital_gap_ev=8.67 total_energy_ha=-289.88749 homo_energy_ev=-7.7 multiplicity=1
H 1.545640 -2.302281 -1.074894 -0.7868 0.4049 0.4939
C -1.049499 -0.974932 0.816212 0.8448 -0.5606 -1.0123
N -0.393952 -1.713314 -0.069684 2.0833 0.6827 -1.5945
H 0.000015 0.579514 1.802445 -0.1317 -0.2155 -0.1661
H -1.385854 2.504383 1.026014 0.0072 -0.2782 -0.0162
C -1.737189 1.466238 0.937653 -0.0218 -0.1129 -0.0251
C 0.846800 -1.431082 -1.051960 -0.6264 0.3676 0.6949
C -0.556312 0.484072 0.851652 0.0315 -0.2602 -0.0981
H 0.843944 1.828047 -0.089778 -0.0502 0.0666 -0.0115
H 1.935839 -0.457910 0.468881 0.0076 0.1700 -0.0943
C 1.488479 -0.190840 -0.497914 0.1005 0.2688 0.0939
H -2.375814 1.243712 1.797952 0.1134 -0.0284 -0.1423
H 2.288350 0.209969 -1.126631 -0.0808 -0.1671 -0.0711
H -2.355612 1.404579 0.034783 0.0652 -0.0180 0.1163
H 0.505594 -1.310816 -2.099949 -0.2183 0.0946 0.6506
C 0.390982 0.855123 -0.290145 0.0535 0.1949 -0.0171
H -0.194026 0.957056 -1.217521 0.1388 0.0128 0.1101
H -0.477436 -2.684436 -0.287035 -1.5301 -0.6219 1.0889

***

# 7
18
Properties=species:S:1:pos:R:3:forces:R:3 method="wB97M-V/def2-TZVPD" e_lumo_ev="-4.895 / -6.923" de_lowest_kj_mol=273.12 total_charge=+1 orbital_gap_ev="8.83 / 6.90" total_energy_ha=-289.56457 homo_energy_ev="-13.7 / -13.8" multiplicity=2
C -1.383801 -1.216927 0.142181 -1.0110 0.7543 1.2220
C -0.018425 0.904317 0.465916 0.7179 -0.1909 3.9908
H -1.065306 3.397188 -0.829798 0.4302 -0.6753 0.1809
H -1.509720 -1.272476 -0.922904 0.4575 0.6306 -1.0216
H 0.345822 1.604808 1.343039 -1.2603 -1.9095 -1.2830
C 1.024097 -1.324939 0.432288 3.6977 -4.9546 2.6918
H 2.130281 -3.058309 1.041510 -0.5900 1.1433 -0.2119
H 0.503610 -3.258319 0.901660 -0.1802 0.5417 1.1618
H 0.138118 0.697177 -1.350365 -0.6797 -1.4623 -3.3813
H 0.592048 3.240986 -0.129994 -0.7770 0.0751 -1.1541
H 0.214071 3.084001 -1.876902 1.1541 0.6453 -2.2317
C -0.103686 2.842924 -0.932767 -0.4221 2.1395 2.4429
H 1.925154 -1.116173 -0.091813 0.6950 1.5815 0.0235
C -0.178965 1.429409 -0.713611 0.3650 0.5417 0.8331
N 1.224383 -2.552471 1.115777 -0.8438 0.1615 -2.6279
H -1.560061 -2.251436 0.366883 0.0814 -0.5330 0.8800
C -0.097286 -0.598931 0.547685 -1.7240 2.0469 -1.5400
H -2.180333 -0.550831 0.491214 -0.1106 -0.5358 0.0246

***

# 8
18
Properties=species:S:1:pos:R:3:forces:R:3 method="wB97M-V/def2-TZVPD" e_lumo_ev="-6.583 / -6.561" de_lowest_kj_mol=258.04 total_charge=+1 orbital_gap_ev="6.48 / 8.84" total_energy_ha=-289.57032 homo_energy_ev="-13.1 / -15.4" multiplicity=2
C 1.289115 -0.547471 1.510858 0.2712 -0.5037 -0.1942
H -1.088066 2.502683 -2.203790 -0.4080 0.0795 -0.0986
C 1.275222 -1.334322 -0.947952 0.8905 -1.2774 -0.0309
H 1.627214 0.485562 1.453729 -0.0970 0.0242 -0.0218
H -0.215150 -1.766784 0.665653 0.3122 -0.6548 -0.4190
H 0.312421 0.725828 -1.824310 0.2008 0.0865 0.0845
H 0.712598 -0.747614 2.407062 -0.0008 0.2403 0.0987
C 0.472346 -1.025462 0.248219 -0.1374 1.5564 0.1834
N -1.515803 0.109009 0.990713 0.1658 0.5275 -0.4128
H 2.344330 -1.154380 -0.963672 -0.0964 0.4502 0.1591
C -0.482286 0.065301 0.021872 -1.4741 -0.7449 0.6081
H -2.246466 2.108572 -0.823571 0.0488 -0.0590 0.2424
H -1.443819 0.973432 1.532266 -0.0111 -0.2381 0.2579
H -2.411431 0.169270 0.501270 0.0388 0.1331 0.1409
H 1.022822 -2.151260 -1.613474 -0.5207 0.1988 -0.0103
C -0.481780 0.904360 -1.109844 1.4893 -1.2958 -0.1405
C -1.339810 1.869519 -1.361355 -0.7687 1.4742 -0.5999
H 2.168545 -1.186241 1.516325 0.0969 0.0029 0.1528